# C3H9BrN

A gas-phase ion, C3H9BrN (charge +1) (ωB97M-V/def2-TZVPD, the Open Molecules 2025 dataset).

Results
* energy above the lowest of the compared OMol25 structures with the same formula, charge and spin: 55.4 kcal per mole
* HOMO level: -15.010 eV
* structure (SMILES): C[NH+](C)CBr
* orbital gap: 11.4 eV
* lowest unoccupied orbital energy: -3.633 eV
* total energy: -74780.6063 eV

```
! RIJCOSX wB97M-V def2-TZVPD def2/J DEFGRID3
* xyz 1 1
C -1.3229 0.7198 -0.0836
N -0.1270 -0.0128 -0.5117
C -0.2125 -1.3439 0.1140
C 1.3436 0.7794 0.1783
Br 2.9668 -0.1258 -0.0371
H -1.2844 0.8266 0.9280
H -1.2169 1.6871 -0.3805
H -2.0843 0.1189 -0.5457
H 0.0890 -0.1663 -1.5368
H -0.1555 -1.3533 1.2261
H -1.0176 -1.9225 -0.3408
H 0.5360 -2.0540 -0.0716
H 1.2255 1.8277 -0.2108
H 1.2603 1.0191 1.2723
*
```

---

# C3H9BrNO

A gas-phase ion, C3H9BrNO (charge +1) (ωB97M-V/def2-TZVPD, the Open Molecules 2025 dataset).

Results
* energy above the lowest of the compared OMol25 structures with the same formula, charge and spin: 13.9 kcal per mole
* HOMO level: -14.686 eV
* structure (SMILES): C[NH2+][C@@H](O)CBr
* orbital gap: 11.3 eV
* lowest unoccupied orbital energy: -3.372 eV
* total energy: -76828.9201 eV

```
! RIJCOSX wB97M-V def2-TZVPD def2/J DEFGRID3
* xyz 1 1
C 0.8961 1.2004 -1.3781
N 0.6885 0.4899 -0.0521
C -0.7407 0.0949 0.2894
O -1.2468 -0.4646 -0.8918
C -0.7062 -1.1025 1.6570
Br 0.1679 -2.7356 1.0612
H 0.5950 0.5519 -2.1588
H 0.2521 2.1189 -1.5302
H 1.8865 1.4653 -1.5235
H 0.9422 1.0486 0.7127
H 1.2728 -0.2901 -0.1139
H -1.2619 0.9698 0.6002
H -0.8318 -1.3252 -1.0655
H -1.7587 -1.4840 1.8530
H -0.1548 -0.5377 2.5405
*
```

---

# C3H9ClNOP

2 unconnected molecules or ions with the total composition C3H9ClNOP (ωB97M-V/def2-TZVPD, the Open Molecules 2025 dataset).

Results
* energy above the lowest of the compared OMol25 structures with the same formula, charge and spin: 18.0 kcal per mole
* HOMO level (spin up / spin down): -6.708 / -10.590 eV
* orbital gap (spin up / spin down): 7.5 / 8.0 eV
* <S²>: 2.014
* lowest unoccupied orbital energy (spin up / spin down): 0.768 / -2.627 eV
* total energy: -28602.3722 eV

```
! RIJCOSX wB97M-V def2-TZVPD def2/J DEFGRID3
* xyz 0 3
C -0.7435 -1.2834 0.3523
C -2.1241 0.6947 -0.7805
C -0.6163 0.1399 -0.2998
N 2.7461 0.3062 0.4989
O -0.1137 1.1778 0.5671
P 4.1739 0.7899 0.1868
Cl 4.9443 -0.9732 -0.6779
H -1.7032 -1.4084 0.9544
H -0.5407 -2.0194 -0.4490
H -0.0364 -1.5646 1.0889
H -2.6449 -0.0279 -1.3904
H -2.0343 1.6114 -1.3057
H -2.6825 0.7615 0.1029
H 0.2239 -0.0883 -1.0240
H 1.8654 0.6128 0.8654
H -0.7141 1.2711 1.3107
*
```

---

# C3H9ClNP

A single C3H9ClNP molecule (ωB97M-V/def2-TZVPD, the Open Molecules 2025 dataset).

Results
* energy above the lowest of the compared OMol25 structures with the same formula, charge and spin: 50.1 kcal per mole
* HOMO level: -8.869 eV
* structure (SMILES): CCN(C)PCl
* orbital gap: 9.8 eV
* lowest unoccupied orbital energy: 0.894 eV
* total energy: -26557.5224 eV

```
! RIJCOSX wB97M-V def2-TZVPD def2/J DEFGRID3
* xyz 0 1
C 0.5528 0.9237 -1.0658
C 0.3441 -0.5264 -0.9506
N -0.6048 -0.8696 0.1201
C -0.2499 -0.4599 1.4932
P -2.3521 -0.5789 -0.4763
Cl -2.8754 1.2320 0.2482
H 0.8460 1.4586 -0.2112
H 1.2400 1.1390 -1.8609
H -0.3739 1.5427 -1.4522
H -0.1026 -1.0855 -1.8466
H 1.3662 -1.0862 -0.6911
H -1.1931 0.1728 1.9118
H 0.0755 -1.3260 2.1262
H 0.6486 0.1220 1.3950
H -2.8907 -1.2605 0.6792
*
```

---

# C3H9I2O8P2Rh

A molecular structure, C3H9I2O8P2Rh (ωB97M-V/def2-TZVPD, the Open Molecules 2025 dataset).

Results
* HOMO level: -9.292 eV
* orbital gap: 7.2 eV
* lowest unoccupied orbital energy: -2.122 eV
* total energy: -57429.8083 eV

```
! RIJCOSX wB97M-V def2-TZVPD def2/J DEFGRID3
* xyz 0 1
Rh 0.2402 1.3076 -0.2065
O -3.8461 0.4843 0.4187
P -2.5434 -0.1564 -0.2264
O -2.5813 -1.6107 -0.3215
O -1.3921 0.5379 0.5650
O -2.5192 0.5436 -1.7105
P -1.2154 1.2743 -2.2467
O -1.4428 1.4152 -3.7899
O -0.0093 0.3529 -1.9608
O -0.9892 2.5571 -1.4890
H -4.5365 -0.1838 0.5083
H -1.9627 2.1887 -4.0418
I -0.1219 2.7779 2.1668
I 2.0024 4.2664 2.6601
C 1.3339 -1.9150 -0.1778
C 1.4985 -1.0172 1.0356
C 2.7599 -1.3362 1.8235
O 1.5859 0.3541 0.6889
H 1.3537 -2.9620 0.1301
H 2.1447 -1.7458 -0.8894
H 0.3849 -1.7368 -0.6813
H 0.6276 -1.1497 1.6922
H 3.6392 -1.2162 1.1880
H 2.7321 -2.3642 2.1864
H 2.8568 -0.6660 2.6778
*
```

---

# C3H9I3Si2

2 unconnected molecules or ions with the total composition C3H9I3Si2 (ωB97M-V/def2-TZVPD, the Open Molecules 2025 dataset).

Results
* energy above the lowest of the compared OMol25 structures with the same formula, charge and spin: 97.3 kcal per mole
* HOMO level (spin up / spin down): -7.924 / -7.917 eV
* orbital gap (spin up / spin down): 4.5 / 4.5 eV
* lowest unoccupied orbital energy (spin up / spin down): -3.434 / -3.437 eV
* total energy: -43314.3162 eV

```
! RIJCOSX wB97M-V def2-TZVPD def2/J DEFGRID3
* xyz 0 1
C -1.4717 -0.3242 1.2683
C 0.4017 1.9405 0.3190
C -0.5170 -0.0831 -1.9296
Si -0.1371 0.1479 -0.0044
Si 1.7113 -1.1860 0.4102
I 3.9581 -0.5163 -0.5917
I 2.4488 -1.3538 2.7874
I -1.3316 -3.7199 -1.0499
H -1.2927 -1.3920 1.6230
H -1.4581 0.3209 2.1409
H -2.5288 -0.2587 1.0211
H 1.4896 1.9554 0.5014
H 0.2825 2.4764 -0.6092
H 0.0971 2.2624 1.2722
H -1.0757 0.8463 -2.3536
H 0.3744 -0.0162 -2.5743
H -0.9507 -1.0994 -2.2310
*
```

---

# C3H9IN3

A molecular structure, C3H9IN3 (ωB97M-V/def2-TZVPD, the Open Molecules 2025 dataset).

Results
* energy above the lowest of the compared OMol25 structures with the same formula, charge and spin: 106.8 kcal per mole
* HOMO level: -13.495 eV
* orbital gap: 9.5 eV
* lowest unoccupied orbital energy: -4.044 eV
* total energy: -15816.3724 eV

```
! RIJCOSX wB97M-V def2-TZVPD def2/J DEFGRID3
* xyz 1 1
C -0.6380 0.8746 -1.5039
C -0.0881 -2.1829 0.9211
C 0.3047 0.7308 0.6233
N 2.6695 0.7214 0.4246
N 1.4654 0.9472 0.4559
N -0.8666 1.0352 -0.0834
I -2.2266 -1.8234 0.8307
H -0.4815 -0.1869 -1.8189
H -1.5252 1.3463 -2.0524
H 0.2576 1.4479 -1.9127
H 0.1907 -3.2398 0.9158
H 0.2241 -1.6311 0.0253
H 0.1833 -1.6319 1.7997
H 3.1781 1.4595 0.8601
H -1.5437 0.1402 0.4302
H -1.1038 1.9928 0.0845
*
```

---

# C3H9INO2

A molecular structure, C3H9INO2 (ωB97M-V/def2-TZVPD, the Open Molecules 2025 dataset).

Results
* energy above the lowest of the compared OMol25 structures with the same formula, charge and spin: 49.9 kcal per mole
* HOMO level: -12.785 eV
* orbital gap: 9.0 eV
* lowest unoccupied orbital energy: -3.806 eV
* total energy: -16933.0538 eV

```
! RIJCOSX wB97M-V def2-TZVPD def2/J DEFGRID3
* xyz 1 1
C 0.9715 -1.5686 -0.3617
C 0.0783 -0.2840 -0.4431
C -0.3830 0.1112 0.9736
N 0.7041 0.9513 -0.9778
O -1.3190 -0.5867 1.5273
O -1.1229 1.8117 0.5487
I -2.8878 1.5455 -0.1545
H 1.4924 -1.8445 -1.3511
H 1.9523 -1.3989 0.1561
H 0.4342 -2.3948 0.0857
H -0.9307 -0.2785 -0.9760
H 0.4172 0.4725 1.5957
H 1.5648 1.0691 -0.3385
H 0.1188 1.7318 -0.6127
H 0.6692 0.8457 -2.0285
H -1.7595 -0.1830 2.3567
*
```

---

# C3H9INS

2 unconnected molecules or ions with the total composition C3H9INS (ωB97M-V/def2-TZVPD, the Open Molecules 2025 dataset).

Results
* energy above the lowest of the compared OMol25 structures with the same formula, charge and spin: 76.3 kcal per mole
* HOMO level (spin up / spin down): -12.039 / -12.760 eV
* orbital gap (spin up / spin down): 6.6 / 7.9 eV
* lowest unoccupied orbital energy (spin up / spin down): -5.430 / -4.813 eV
* total energy: -23672.3707 eV

```
! RIJCOSX wB97M-V def2-TZVPD def2/J DEFGRID3
* xyz 1 1
C 0.1700 -0.3046 1.7911
C -0.2103 0.0123 -0.7047
C 0.6959 -0.1480 0.4765
N -0.1035 1.4872 -1.1508
S 0.5715 -2.7596 -0.5559
I 2.6955 -0.0427 -0.0678
H 0.6334 -0.9568 2.6080
H -0.9835 -0.6603 1.8075
H 0.0552 0.6881 2.2255
H 0.3229 -0.5788 -1.5352
H -1.1794 -0.2661 -0.5526
H -0.4556 2.2159 -0.3975
H -0.6713 1.7123 -1.9394
H 0.9076 1.8820 -1.2657
H 1.2147 -3.7011 0.2895
*
```

---

# C3H9KO4P

A molecular structure, C3H9KO4P (ωB97M-V/def2-TZVPD, the Open Molecules 2025 dataset).

Results
* energy above the lowest of the compared OMol25 structures with the same formula, charge and spin: 20.3 kcal per mole
* HOMO level: -13.784 eV
* orbital gap: 9.9 eV
* lowest unoccupied orbital energy: -3.860 eV
* total energy: -37057.7943 eV

```
! RIJCOSX wB97M-V def2-TZVPD def2/J DEFGRID3
* xyz 1 1
K -4.0913 -0.0489 2.3280
C 0.0378 2.5169 -0.0245
O 0.4463 1.3816 0.6916
P -0.3128 -0.0447 0.4286
O -1.7580 0.0425 0.6620
O 0.4951 -1.2001 1.2022
C 1.8636 -1.3075 1.1206
O 0.1753 -0.4149 -1.1353
C -0.7039 -1.2390 -1.8582
H -0.8459 2.4148 -0.6542
H 0.9042 2.8507 -0.5955
H -0.2689 3.3733 0.5760
H 2.4121 -0.5466 0.5653
H 2.1201 -2.2643 0.6658
H 2.2646 -1.1784 2.1259
H -0.7915 -2.1017 -1.1977
H -0.3138 -1.5253 -2.8349
H -1.6331 -0.7083 -2.0657
*
```

---

# C3H9N

A single C3H9N molecule (ωB97M-V/def2-TZVPD, the Open Molecules 2025 dataset).

Results
* energy above the lowest of the compared OMol25 structures with the same formula, charge and spin: 12.9 kcal per mole
* HOMO level: -9.636 eV
* structure (SMILES): CC(C)N
* orbital gap: 10.8 eV
* lowest unoccupied orbital energy: 1.153 eV
* total energy: -4746.5491 eV

```
! RIJCOSX wB97M-V def2-TZVPD def2/J DEFGRID3
* xyz 0 1
C -1.2110 -0.7566 0.0464
C -0.0077 0.1414 -0.3071
C 1.4115 -0.4205 0.0511
N -0.0637 1.5818 0.0315
H -2.1241 -0.3142 -0.4430
H -1.3452 -0.5764 1.1867
H -1.1182 -1.7697 -0.1756
H 0.1077 0.2634 -1.3926
H 2.2187 0.1679 -0.3747
H 1.6246 -1.3818 -0.3754
H 1.5814 -0.4420 1.1266
H -0.1969 1.5381 1.0394
H -0.8771 1.9687 -0.4132
*
```

---

# C3H9N

2 unconnected molecules or ions with the total composition C3H9N (ωB97M-V/def2-TZVPD, the Open Molecules 2025 dataset).

Results
* energy above the lowest of the compared OMol25 structures with the same formula, charge and spin: 22.2 kcal per mole
* HOMO level: -9.745 eV
* structure (SMILES): C=CC.N
* orbital gap: 10.9 eV
* lowest unoccupied orbital energy: 1.125 eV
* total energy: -4746.1471 eV

```
! RIJCOSX wB97M-V def2-TZVPD def2/J DEFGRID3
* xyz 0 1
C -1.2670 1.2811 0.1220
C -0.8101 0.1123 -0.3091
C -1.1854 -1.1779 0.3866
H -1.2449 2.1922 -0.4492
H -1.8049 1.3095 1.0619
H -0.5775 -0.0274 -1.3587
H -0.3064 -1.8212 0.4798
H -1.5146 -0.9582 1.4006
H -1.8956 -1.6853 -0.2625
N 2.6364 0.2268 -0.5147
H 1.9881 0.8689 -0.0919
H 2.4023 -0.7223 -0.2492
H 3.5797 0.4014 -0.2154
*
```